Here is C30H32MoN2O2PS2Sb2 as an isolated structure from the Open Molecules 2025 dataset. Energies are from ωB97M-V/def2-TZVPD.

Its charge is +3. For the HOMO-LUMO gap (spin up / spin down), the calculation gives 4.732 / 4.696 eV.

Last column: Löwdin charge in e.
CARTESIAN COORDINATES (ANGSTROEM)
C -5.10770 2.33418 3.87920  -0.03
N 4.03315 4.29820 0.40380  0.26
C -2.51036 1.31347 3.72671  -0.32
H -3.41950 -1.40943 0.59484  0.03
C -3.43159 0.78313 4.62403  -0.03
C 2.31905 3.47021 -1.33542  -0.29
C 4.38956 -2.85686 2.74844  -0.02
S 0.48026 1.64662 -2.22248  0.69
C 3.14061 -1.07723 3.79773  -0.03
C 3.26141 3.94102 -0.36856  -0.17
H 5.09967 -0.36832 -4.36014  0.13
C -4.19480 2.87800 2.98961  -0.03
H 3.15007 -1.84736 -4.70074  0.13
C 3.65864 -2.69227 1.58346  -0.06
H 1.63376 -0.14306 2.60677  0.03
H -4.45818 2.33323 -0.29159  0.04
O -0.66596 -1.47167 -1.19415  -0.36
H 5.16623 -3.60808 2.79294  0.13
O -0.88570 -3.58466 -2.00958  0.26
C -3.27037 -0.92827 1.56045  -0.24
H -0.92162 0.06196 4.47059  0.08
C 3.95185 -0.44271 -1.17918  -0.09
H 3.88179 -3.30947 0.72031  0.13
C 2.21337 4.11787 -2.60543  -0.17
N 2.12755 4.59994 -3.64483  0.27
C -3.70421 1.75302 -0.82462  -0.22
C -4.72139 1.28805 4.70484  -0.02
H -3.72553 2.00337 -1.88406  0.04
H -6.10760 2.74062 3.94450  0.13
C -0.28663 -2.89274 -1.29114  -0.49
Mo -0.02851 0.08223 -0.53947  0.71
C 1.54623 2.39621 -1.05673  -1.05
C -0.71894 -2.57129 2.73207  -0.24
H -0.42076 4.54733 -0.73111  0.03
H 5.63828 0.49017 -2.10511  0.13
C 3.36330 -1.44865 -3.71831  -0.02
C -1.15516 0.68651 3.60848  -0.26
C -2.89504 2.38025 2.90142  -0.30
H 4.19933 -0.07561 -0.18956  0.11
H -0.33817 1.39285 3.46918  0.06
H 0.48757 -3.56894 0.55997  0.10
H 1.70844 -2.43828 -2.82676  0.11
H -2.16868 4.84295 -0.75538  0.05
H -3.66333 -1.57077 2.34797  0.04
C 2.84110 -1.27512 -1.37380  -0.38
C 0.87599 -3.15168 -0.37182  -0.17
H -1.17591 -2.60317 3.72187  0.04
P 1.75186 -1.58678 0.00283  0.96
H -3.78681 0.02962 1.60347  0.01
C 4.13124 -2.05152 3.85104  -0.01
H -3.88631 0.69217 -0.68399  0.01
H 2.95728 -0.44463 4.65573  0.13
Sb -1.20293 -0.66357 1.93546  1.39
S 1.60410 1.49587 0.42953  0.65
H -0.89939 3.05467 2.33011  0.06
C 4.76177 -0.12634 -2.25375  -0.03
C 2.65204 -1.72163 1.53284  -0.39
C -1.38041 4.15008 -1.05470  -0.25
C -1.92984 3.04225 1.97710  -0.25
C 4.46217 -0.61953 -3.52267  0.00
H -5.41951 0.87219 5.41850  0.13
H -4.48683 3.72647 2.38036  0.13
H -1.39755 4.01569 -2.13288  0.03
C 2.39861 -0.91209 2.64080  -0.15
H 4.71142 -2.17815 4.75528  0.13
Sb -1.81531 2.33398 -0.06258  1.41
C 2.54853 -1.77738 -2.64946  -0.07
H 1.52835 -3.90366 -0.81839  0.14
H -1.18198 -3.34342 2.11908  0.03
H -3.13374 -0.02525 5.28212  0.13
H -2.22204 4.07873 1.78979  0.09
H 0.35243 -2.72523 2.82713  0.01

Cartesian forces (eV/Å) of the 3 atoms listed first:
-0.004 0.000 0.003
-0.034 -0.042 0.094
-0.014 0.018 -0.012

---

Here is an isolated ion of composition C30H32N3O3 and charge +1 from the Open Molecules 2025 dataset. Energies are from ωB97M-V/def2-TZVPD.

The structure (SMILES) is O=C(C(c1ccccc1)c1ccccc1)N1CC[NH+](C[C@@H](O)COc2cccc3ncccc23)CC1. Its charge is +1. For the HOMO-LUMO gap, the calculation gives 8.329 eV.

Last column: Löwdin charge in e.
CARTESIAN COORDINATES (ANGSTROEM)
C -3.99532 -2.22075 -1.23857  -0.04
H 3.48302 -1.84106 1.12745  0.15
C -2.81921 -1.82248 -3.29188  -0.08
C -5.14252 -0.42784 0.05896  -0.13
C -3.15996 -0.48301 -3.21569  -0.06
C 6.33790 0.69192 -0.17541  -0.08
C -3.90815 -0.00850 -2.15026  -0.05
C -2.35284 0.44625 0.71080  -0.10
H 1.15291 -2.40900 1.27645  0.15
H 1.70649 -0.13342 -0.69001  0.16
C -5.56491 1.02470 0.06571  -0.20
N 8.58222 1.56460 -0.39766  0.12
H -1.92407 1.24113 1.33560  0.15
H 5.47251 -2.58957 0.15154  0.10
H -2.96745 0.91456 -0.05446  0.12
O 1.81217 0.27528 1.32415  -0.01
C -5.67148 3.21713 1.05480  -0.07
H 6.36183 4.06665 -0.48012  0.10
H -1.67031 -2.66118 1.31898  0.15
O 4.16135 -0.20180 0.06803  -0.06
C 6.70910 3.04801 -0.40848  -0.04
C -1.22186 -0.34988 0.04994  -0.06
H 7.88393 -2.85487 0.00533  0.11
H -0.59360 0.31546 -0.54128  0.15
H -6.06849 -1.01992 0.05600  0.17
C 8.08620 2.76604 -0.46836  -0.13
H -1.64324 -1.12224 -0.59876  0.12
H 3.34841 -1.97025 -0.65484  0.15
H -2.99778 -3.74293 -2.35893  0.11
C 5.51894 -0.45678 -0.02036  -0.20
C -6.81956 2.78732 -0.99941  -0.06
H -6.68327 0.78988 -1.74525  0.13
C -4.33539 -0.87242 -1.14933  -0.20
C 3.27970 -1.28613 0.20004  -0.15
C -3.24157 -2.69260 -2.29896  -0.08
H -1.93448 -0.27958 3.23953  0.14
H -5.40607 3.88708 1.85857  0.11
H -2.85130 0.19828 -3.99365  0.11
C 7.74768 0.51938 -0.25526  -0.22
H 2.66404 0.73248 1.37019  0.12
H -7.45140 3.12107 -1.80810  0.11
C -2.35508 -1.04523 2.57826  -0.10
H -4.17318 1.03812 -2.11524  0.12
C -6.38274 1.47632 -0.96690  -0.04
N -0.39534 -1.00869 1.09007  -0.10
H -4.64014 1.56811 1.92625  0.11
H -3.02132 -1.69000 3.15772  0.14
C 0.78826 -1.69892 0.53075  -0.05
H 0.51866 -2.24003 -0.37597  0.16
C 8.29615 -0.77880 -0.18612  -0.01
H 4.76764 2.17061 -0.21787  0.11
H -4.34174 -2.90514 -0.47698  0.13
C 1.88440 -0.65376 0.26347  -0.32
H -2.24358 -2.19027 -4.12713  0.11
H 9.36672 -0.88026 -0.24960  0.12
C -1.23953 -1.87668 1.94532  -0.06
H 8.80399 3.56772 -0.58206  0.11
N -3.14030 -0.42599 1.53731  -0.05
H 0.01802 -0.26111 1.67942  0.17
O -4.89517 -1.70036 2.07337  0.10
C 6.07958 -1.70476 0.03975  -0.02
C 5.83465 2.00597 -0.26132  0.00
C 7.47415 -1.85803 -0.04535  -0.06
C -4.41412 -0.89593 1.31080  -0.42
C -6.45876 3.66505 0.00980  -0.07
C -5.22723 1.90488 1.08474  -0.04
H -0.62253 -2.33230 2.72075  0.14
H -6.80329 4.68715 -0.01091  0.11

Cartesian forces (eV/Å) of the 3 atoms listed first:
-0.035 0.069 -0.044
-0.026 0.028 -0.087
0.072 -0.022 -0.046

---

Here is C30H32N4O6ReSi as an isolated structure from the Open Molecules 2025 dataset. Energies are from ωB97M-V/def2-TZVPD.

As for the multiplicity: 2. Its charge is +2. For the HOMO-LUMO gap (spin up / spin down), the calculation gives 6.601 / 6.110 eV. The calculation puts the relative energy (zero: lowest compared OMol25 entry of this formula, charge and spin) at 2.210 eV.

Last column: Mulliken spin population.
CARTESIAN COORDINATES (ANGSTROEM)
C 2.21444 -2.23349 2.25985  0.02
C -2.84797 -1.16816 2.03082  0.04
C 1.48037 -0.31659 -3.00950  0.02
C 0.64468 3.72858 -0.84489  -0.02
H -4.50775 1.72605 -0.27438  0.00
O 3.01461 -4.46958 -5.28472  0.00
C 4.44336 -1.75480 3.03779  0.01
Si -2.97126 -0.06821 -0.97112  -0.02
C 2.07487 -2.59731 -3.60291  0.01
C 2.87024 0.04077 2.74618  0.01
O 0.94645 0.58493 -2.28024  -0.04
C -0.46059 -0.92455 2.30793  0.07
N 0.88187 3.68155 1.59146  -0.01
H -0.89107 2.16291 3.79838  0.00
C -0.54060 -1.60644 3.51021  -0.06
C -4.41597 -1.21737 -0.70804  0.00
H 5.42924 -2.09985 3.31929  0.00
H -1.49260 2.00091 -2.62403  0.01
O 0.70064 -0.37534 1.90599  0.05
C 2.11263 -3.90133 -3.25116  -0.01
H -2.81056 0.01915 -3.43761  0.00
H -1.83351 3.39754 2.96732  0.00
C -2.30582 -0.55886 -2.65669  0.01
H 0.36020 -1.75928 4.08931  0.00
C 1.57913 3.51296 0.32287  0.02
C -1.61743 -0.72466 1.48450  0.11
H -2.86447 2.35572 -0.32721  0.00
H 1.05945 4.49722 2.15518  0.00
C 4.13638 -0.40367 3.10184  0.00
C 0.58101 4.95782 -1.47234  0.00
H -4.12727 -2.25686 -0.54089  0.00
C -0.27962 5.14100 -2.54368  0.00
H -0.36232 3.86585 3.84394  0.00
H 1.44727 -2.93611 1.95992  0.00
N -1.56997 -0.15139 0.22419  0.19
H 3.71457 -3.72281 2.59365  0.00
N -0.12327 2.69455 -1.24422  -0.02
H -3.75633 -0.98636 1.48505  0.00
N 2.64069 -4.89243 -4.21213  0.00
H -4.96912 -1.18991 -1.65349  0.00
H -1.81803 -2.56971 4.92414  0.00
H 2.02370 2.51639 0.29034  -0.01
C 1.93404 -0.88188 2.32142  -0.02
H -3.88649 -2.13529 3.61373  0.00
C -1.04480 4.06875 -2.97208  0.00
C -0.93207 2.86805 -2.30619  -0.04
H -0.33986 6.09979 -3.04236  0.00
C -3.57244 1.70225 -0.84013  0.01
C 1.65285 -4.34718 -1.99394  0.01
H -2.55445 -1.60813 -2.83904  0.00
O 2.70045 -6.04133 -3.83300  0.00
H 0.80365 -3.79274 -0.11478  0.00
H 1.69277 -5.40747 -1.78173  0.00
C -0.06058 2.82694 1.97450  -0.01
H -1.71605 4.15184 -3.81507  0.00
O -0.32760 1.80514 1.30602  0.07
C 1.56209 -1.65791 -2.66958  0.02
H -1.23191 -0.45166 -2.80428  0.00
H 2.39074 4.23312 0.28297  0.00
C -0.81990 3.09062 3.23222  0.00
H 2.60069 1.08860 2.81577  0.00
C -1.76352 -2.05401 3.97408  0.10
H -5.11173 -0.90599 0.07157  0.00
H 2.42257 -2.28474 -4.57953  0.00
C 3.48084 -2.66633 2.62582  -0.01
C 1.12665 -2.07881 -1.37710  -0.01
H 4.87855 0.30571 3.44434  0.00
C -2.92525 -1.81229 3.23730  -0.02
H 1.86846 0.02911 -3.96810  0.00
H 1.21763 5.76263 -1.12964  0.00
O 0.71696 -1.24683 -0.47363  0.02
Re 0.06608 0.66852 -0.47331  0.50
C 1.16951 -3.45951 -1.07584  0.00
H -3.78813 2.13222 -1.82133  0.00

Cartesian forces (eV/Å) of the 3 atoms listed first:
0.029 -0.098 -0.026
0.141 0.100 -0.116
0.033 -0.083 0.002

---

Question: Number 3 is which compound?
Answer: C30H32N4O6ReSi

---

Question: Look up the charge of the second one.
Answer: +1

---

Question: The highest charge belongs to which entry?
Answer: C30H32MoN2O2PS2Sb2